(P)
{
  "formula": "C4H5NS",
  "method": "the ωB97M-V functional and the def2-TZVPD basis",
  "elements": ["C", "C", "C", "C", "N", "S", "H", "H", "H", "H", "H"],
  "coordinates": [[-0.612, -1.509, 0.723], [0.616, 0.472, 0.744], [-0.325, -0.687, -1.193], [0.423, 0.408, -0.742], [-0.020, -0.641, 1.386], [1.316, -0.838, -1.722], [-1.229, -2.321, 0.651], [1.613, 0.396, 1.078], [0.233, 1.383, 1.090], [-1.212, -0.601, -1.847], [0.335, 1.408, -1.212]],
  "homo_ev": -7.73,
  "gap_ev": 8.748,
  "spin_multiplicity": 1
}

(Q)
{
  "formula": "C4H5NS",
  "method": "the ωB97M-V functional and the def2-TZVPD basis",
  "elements": ["C", "C", "C", "C", "H", "H", "H", "H", "H", "N", "S"],
  "coordinates": [[1.529, -1.275, 0.077], [-0.448, 0.583, -0.121], [-1.085, 1.853, 0.166], [-1.371, -0.553, -0.253], [0.675, -1.900, -0.526], [1.533, -1.433, 1.292], [2.686, -1.228, -0.238], [-0.410, 2.735, 0.453], [-2.306, 2.130, -0.567], [-2.196, -1.433, -0.055], [1.391, 0.521, -0.227]],
  "homo_ev": -9.00,
  "gap_ev": 8.509,
  "spin_multiplicity": 1
}

Compare the structures above. Which one is the least stable? (Q) is.